# C3H6NO2

The ion C3H6NO2 with charge -1 in a non-equilibrium geometry (the ωB97M-V functional and the def2-TZVPD basis, the OMol25 dataset).

XYZ file:
```
12
Properties=species:S:1:pos:R:3
C 0.01 1.56 -0.69
C -0.54 0.28 -0.06
N 0.53 -0.62 0.31
C 0.28 -1.98 0.62
O -0.86 -2.41 0.30
O 1.19 -2.54 1.27
H 0.97 1.34 -1.16
H 0.10 2.36 0.06
H -0.67 1.88 -1.49
H -1.17 -0.25 -0.77
H -1.14 0.60 0.81
H 1.31 -0.22 0.80
```

Output
- Relative energy (zero: lowest compared OMol25 entry of this formula, charge and spin): 0.1415 eV
- Charge: -1
- Gap between HOMO and LUMO: 7.79 eV
- E_LUMO: 0.1474 hartree
- SMILES: CCNC(=O)[O-]

# C3H6NO2

A cluster of 2 separate species, C3H6NO2 in total in a non-equilibrium geometry (the ωB97M-V functional and the def2-TZVPD basis, the OMol25 dataset).

XYZ file:
```
12
Properties=species:S:1:pos:R:3
C 0.58 -2.35 0.30
C 0.21 -1.05 0.03
N 0.17 -0.05 0.97
H 1.22 -2.63 1.15
H 0.41 -3.15 -0.46
H -0.43 -0.78 -0.79
H 0.83 -0.23 1.76
H -0.16 0.90 0.60
O -0.29 2.39 0.32
C -0.71 2.33 -0.94
O -0.95 1.29 -1.56
H -0.88 3.33 -1.38
```

Output
- Relative energy (zero: lowest compared OMol25 entry of this formula, charge and spin): 1.2169 eV
- Charge: -1
- Gap between HOMO and LUMO: 7.78 eV
- E_LUMO: 0.1607 hartree

# C3H6NO2

The ion C3H6NO2 with charge -1 in a non-equilibrium geometry (the ωB97M-V functional and the def2-TZVPD basis, the OMol25 dataset).

XYZ file:
```
12
Properties=species:S:1:pos:R:3
O -0.85 0.36 2.63
C -0.40 0.58 1.54
C -0.71 -0.21 0.28
N -0.23 0.52 -0.87
C 1.08 -0.07 -1.34
O 0.99 -1.25 -1.92
H 0.27 1.42 1.22
H -1.79 -0.41 0.29
H -0.26 -1.21 0.30
H -0.83 0.54 -1.69
H 1.81 -0.06 -0.51
H 1.53 0.72 -2.03
```

Output
- Relative energy (zero: lowest compared OMol25 entry of this formula, charge and spin): 2.6465 eV
- Charge: -1
- Gap between HOMO and LUMO: 6.56 eV
- E_LUMO: 0.1462 hartree
- SMILES: O=CCNC[O-]

# C3H6NO2

A cluster of 2 separate species, C3H6NO2 in total in a non-equilibrium geometry (the ωB97M-V functional and the def2-TZVPD basis, the OMol25 dataset).

XYZ file:
```
12
Properties=species:S:1:pos:R:3
C 1.20 -1.76 0.02
C 1.52 0.51 0.54
N 2.09 -0.62 0.28
H 0.78 -2.32 0.89
H 0.28 -1.31 -0.48
H 1.67 -2.42 -0.69
H 2.10 1.43 0.90
H 0.59 0.78 -0.01
O -1.12 0.76 -1.37
C -1.82 0.76 -0.33
O -1.72 0.47 0.94
H -2.80 1.25 -0.58
```

Output
- Relative energy (zero: lowest compared OMol25 entry of this formula, charge and spin): 2.2275 eV
- Charge: -1
- Gap between HOMO and LUMO: 8.14 eV
- E_LUMO: 0.1601 hartree

# C3H6NO2

An isolated molecule of C3H6NO2 in a non-equilibrium geometry (the ωB97M-V functional and the def2-TZVPD basis, the OMol25 dataset).

XYZ file:
```
12
Properties=species:S:1:pos:R:3
C -0.57 0.10 -1.28
C 0.61 0.28 -0.34
C 0.33 -0.51 1.01
O -0.40 -1.47 1.09
O 0.98 -0.03 1.99
N -0.91 1.33 -2.01
H -0.38 -0.64 -2.05
H -1.42 -0.23 -0.69
H 1.54 -0.23 -0.61
H 0.86 1.27 0.03
H -0.17 1.58 -2.65
H -0.93 2.11 -1.39
```

Output
- Relative energy (zero: lowest compared OMol25 entry of this formula, charge and spin): 0.7227 eV
- Charge: 0
- 2S+1: 2
- Gap between HOMO and LUMO (alpha / beta): 10.63 / 6.63 eV
- E_LUMO (alpha / beta): 0.0275 / -0.1169 hartree
- <S²>: 0.754

# C3H6NO2

A cluster of 2 separate species, C3H6NO2 in total in a non-equilibrium geometry (the ωB97M-V functional and the def2-TZVPD basis, the OMol25 dataset).

XYZ file:
```
12
Properties=species:S:1:pos:R:3
C 0.65 -0.83 -0.04
C -2.71 -0.87 0.01
C -0.39 0.00 0.00
N -0.03 1.40 0.05
O -3.50 -0.03 0.00
O 2.01 -0.46 -0.20
H 0.62 -1.94 0.04
H -2.80 -2.01 0.11
H -0.47 1.81 -0.80
H 1.07 1.37 -0.08
H -0.05 1.89 0.85
H 2.64 -1.07 0.09
```

Output
- Relative energy (zero: lowest compared OMol25 entry of this formula, charge and spin): 4.4312 eV
- Charge: +1
- Gap between HOMO and LUMO (alpha / beta): 8.86 / 8.86 eV
- E_LUMO (alpha / beta): -0.1799 / -0.1799 hartree

# C3H6NO2

A cluster of 2 separate species, C3H6NO2 in total in a non-equilibrium geometry (the ωB97M-V functional and the def2-TZVPD basis, the OMol25 dataset).

XYZ file:
```
12
Properties=species:S:1:pos:R:3
C -2.33 0.12 -0.15
C 1.72 1.67 -0.13
C -0.69 -1.60 0.13
N 1.22 0.51 0.07
O -2.62 1.10 -0.58
O -1.99 -1.00 0.19
H 1.33 2.38 -0.86
H 2.53 2.08 0.41
H 0.13 -0.78 -0.29
H -0.77 -2.51 -0.54
H -0.29 -1.85 1.12
H 1.76 -0.11 0.62
```

Output
- Relative energy (zero: lowest compared OMol25 entry of this formula, charge and spin): 2.5547 eV
- Charge: +1
- 2S+1: 3
- Gap between HOMO and LUMO (alpha / beta): 5.00 / 8.61 eV
- E_LUMO (alpha / beta): -0.1824 / -0.2537 hartree
- <S²>: 2.005

# C3H6NO2S

The ion C3H6NO2S with charge -1 in a non-equilibrium geometry (the ωB97M-V functional and the def2-TZVPD basis, the OMol25 dataset).

XYZ file:
```
13
Properties=species:S:1:pos:R:3
C 0.04 -0.46 0.04
C 0.09 -1.95 0.43
C -1.26 1.64 -0.71
N -1.20 0.18 -0.49
O 2.04 1.32 -0.43
O 2.43 -0.62 1.04
S 1.51 0.48 0.69
H 0.09 -1.76 1.46
H 1.04 -2.26 0.25
H -0.75 -2.48 0.01
H -0.51 1.93 -1.46
H -1.23 2.18 0.23
H -2.29 1.79 -1.06
```

Output
- Relative energy (zero: lowest compared OMol25 entry of this formula, charge and spin): 3.2214 eV
- Charge: -1
- Gap between HOMO and LUMO: 7.30 eV
- E_LUMO: 0.1500 hartree

# C3H6NO2S

The ion C3H6NO2S with charge -1 in a non-equilibrium geometry (the ωB97M-V functional and the def2-TZVPD basis, the OMol25 dataset).

XYZ file:
```
13
Properties=species:S:1:pos:R:3
C -0.13 -0.69 -0.46
C 0.95 -0.30 0.54
C 2.01 0.65 0.09
N -1.11 0.38 -0.54
O -3.34 1.19 0.39
O -2.87 -1.26 0.40
S -2.67 0.05 -0.28
H 0.32 -0.86 -1.45
H -0.63 -1.62 -0.13
H 0.61 -0.22 1.56
H 2.26 1.40 0.84
H 1.69 1.16 -0.81
H 2.93 0.11 -0.15
```

Output
- Relative energy (zero: lowest compared OMol25 entry of this formula, charge and spin): 0.0000 eV
- Charge: -1
- 2S+1: 3
- Gap between HOMO and LUMO (alpha / beta): 6.94 / 7.45 eV
- E_LUMO (alpha / beta): 0.1479 / 0.1245 hartree
- <S²>: 2.011

# C3H6NO2S

A structure of composition C3H6NO2S in a non-equilibrium geometry (the ωB97M-V functional and the def2-TZVPD basis, the OMol25 dataset).

XYZ file:
```
13
Properties=species:S:1:pos:R:3
C -2.27 -0.28 0.08
C -0.88 -1.01 0.26
C 0.14 1.23 0.42
N 0.10 -0.09 -0.28
O -3.25 -0.86 -0.26
O 0.89 2.14 -0.24
S -2.13 1.47 0.04
H -0.55 -1.09 1.33
H -0.99 -2.02 -0.17
H 0.38 1.11 1.50
H 1.10 -0.29 -0.03
H 0.09 0.01 -1.27
H 0.60 2.32 -1.15
```

Output
- Relative energy (zero: lowest compared OMol25 entry of this formula, charge and spin): 1.9772 eV
- Charge: +1
- Gap between HOMO and LUMO: 9.41 eV
- E_LUMO: -0.1876 hartree

# C3H6NO3

A cluster of 2 separate species, C3H6NO3 in total in a non-equilibrium geometry (the ωB97M-V functional and the def2-TZVPD basis, the OMol25 dataset).

XYZ file:
```
13
Properties=species:S:1:pos:R:3
O 1.12 0.64 -0.46
C 0.70 -0.51 -0.78
O -0.40 -1.00 -0.46
C 1.69 -1.38 -1.59
H 1.88 -2.32 -1.08
H 1.30 -1.54 -2.59
H 2.62 -0.82 -1.66
C -2.12 0.97 1.44
N -0.80 1.25 1.56
O -3.01 1.71 1.81
H -2.28 0.00 0.95
H -0.13 0.88 0.87
H -0.57 2.12 2.02
```

Output
- Relative energy (zero: lowest compared OMol25 entry of this formula, charge and spin): 0.1410 eV
- Charge: -1
- Gap between HOMO and LUMO: 8.98 eV
- E_LUMO: 0.1557 hartree

# C3H6NO3

The ion C3H6NO3 with charge +1 in a non-equilibrium geometry (the ωB97M-V functional and the def2-TZVPD basis, the OMol25 dataset).

XYZ file:
```
13
Properties=species:S:1:pos:R:3
O -0.97 -1.25 0.49
C -0.96 -0.16 -0.01
O -1.91 0.69 -0.32
O -3.23 0.22 -0.05
C 0.53 0.61 -0.26
C 1.53 0.05 0.71
N 1.44 -0.54 -0.62
H -3.48 0.87 0.59
H 0.47 1.55 -0.80
H 2.54 0.49 0.96
H 0.97 -0.63 1.35
H 2.07 -0.43 -1.45
H 1.02 -1.48 -0.60
```

Output
- Relative energy (zero: lowest compared OMol25 entry of this formula, charge and spin): 4.3924 eV
- Charge: +1
- Gap between HOMO and LUMO: 12.23 eV
- E_LUMO: -0.1308 hartree
- SMILES: O=C(OO)[C@H]1C[NH2+]1